Record 1
46
Properties=species:S:1:pos:R:3 method="wB97M-V/def2-TZVPD" charge=-1 lumo_energy_ev="1.961 / 1.960" largest_force_ev_per_a=0.351 e_above_lowest_ev=1.5443 gap_ev="3.496 / 3.496"
Hg 0.85 -0.87 1.10
C -3.21 4.11 -2.14
O -3.32 4.66 -0.85
C -2.67 4.00 0.16
C -2.81 4.57 1.44
C -2.17 3.96 2.49
C -1.40 2.79 2.37
C -0.75 2.20 3.55
C -0.91 2.83 4.93
O -0.07 1.19 3.51
C -1.25 2.20 1.07
O -0.59 1.15 0.80
C -1.93 2.86 -0.02
H -3.79 4.76 -2.80
H -3.62 3.10 -2.19
H -2.17 4.09 -2.48
H -3.39 5.47 1.56
H -2.29 4.42 3.46
H -1.51 3.73 5.00
H 0.10 3.05 5.30
H -1.33 2.07 5.59
H -1.81 2.41 -0.99
C 3.54 -5.00 0.47
C 2.93 -3.91 1.07
N 2.18 -3.04 0.41
C 1.98 -3.20 -0.93
C 2.58 -4.30 -1.62
C 3.35 -5.19 -0.89
C 2.35 -4.45 -3.03
C 1.59 -3.56 -3.69
C 0.97 -2.44 -3.02
C 0.20 -1.54 -3.73
C -0.38 -0.46 -3.03
C -0.16 -0.33 -1.69
N 0.60 -1.19 -0.96
C 1.18 -2.26 -1.62
H 4.14 -5.68 1.07
H 3.04 -3.72 2.13
H 3.81 -6.03 -1.41
H 2.80 -5.29 -3.54
H 1.41 -3.66 -4.75
H 0.04 -1.67 -4.79
H -1.00 0.27 -3.53
H -0.58 0.48 -1.11
S 2.02 -1.46 4.37
C 1.46 -1.12 2.97

Record 2
34
Properties=species:S:1:pos:R:3 method="wB97M-V/def2-TZVPD" charge=0 lumo_energy_ev=0.635 smiles="CN(C)CCNC(=O)COc1ccc(Cl)cc1Cl" largest_force_ev_per_a=0.681 gap_ev=8.937
C 3.23 2.46 0.23
N 3.03 1.42 -0.75
C 1.71 1.48 -1.34
C 3.48 0.11 -0.34
C 2.85 -0.52 0.93
N 1.45 -0.82 0.77
C 1.01 -1.98 0.28
O 1.71 -2.94 0.01
C -0.51 -2.04 0.09
O -1.08 -0.76 0.28
C -2.42 -0.60 0.16
C -3.33 -1.59 -0.15
C -4.68 -1.30 -0.25
C -5.13 -0.01 -0.04
Cl -6.81 0.35 -0.15
C -4.24 1.00 0.27
C -2.89 0.71 0.37
Cl -1.76 1.95 0.75
H 4.24 2.39 0.63
H 3.12 3.42 -0.26
H 2.52 2.42 1.07
H 0.89 1.49 -0.60
H 1.57 0.63 -2.00
H 1.64 2.39 -1.93
H 3.32 -0.58 -1.18
H 4.56 0.18 -0.17
H 3.37 -1.46 1.13
H 2.98 0.15 1.78
H 0.78 -0.07 0.90
H -0.92 -2.77 0.81
H -0.71 -2.42 -0.92
H -3.00 -2.60 -0.32
H -5.39 -2.09 -0.48
H -4.58 2.01 0.44

Record 3
92
Properties=species:S:1:pos:R:3 method="wB97M-V/def2-TZVPD" charge=+4 lumo_energy_ev="-13.467 / -14.221" largest_force_ev_per_a=2.250 e_above_lowest_ev=1.1551 gap_ev="5.775 / 5.007" spin_multiplicity=2 s2=0.791
Ti 0.10 -0.56 -0.54
C 2.82 -2.90 1.41
C 2.15 -1.61 1.09
C 2.60 -0.76 0.06
C 2.21 0.59 0.01
C 1.30 1.10 0.95
C 0.76 0.23 1.90
C 1.16 -1.10 1.94
H 3.48 -3.26 0.61
H 2.12 -3.68 1.70
H 3.46 -2.72 2.28
H 3.35 -1.11 -0.65
H 2.68 1.23 -0.71
H 1.05 2.15 0.96
H 0.04 0.60 2.63
H 0.75 -1.75 2.72
N -3.63 -1.06 1.15
C -3.18 -2.29 1.65
C -3.84 -3.26 2.40
C -3.08 -4.36 2.74
C -1.74 -4.49 2.36
C -1.10 -3.51 1.61
C -1.85 -2.39 1.26
N -1.51 -1.24 0.51
C -2.63 -0.47 0.51
C -2.54 0.85 -0.07
C -3.44 1.86 -0.12
S -2.72 3.23 -0.82
C -1.27 2.39 -1.01
N -1.29 1.14 -0.58
H -4.55 -0.66 1.30
H -4.87 -3.16 2.70
H -3.54 -5.15 3.33
H -1.19 -5.37 2.66
H -0.07 -3.63 1.32
H -4.47 1.89 0.22
H -0.42 2.86 -1.47
C 2.09 -0.70 -3.68
P 0.60 0.11 -3.04
C -0.86 -0.50 -3.93
C -2.13 -0.01 -3.62
C -3.24 -0.43 -4.34
C -3.09 -1.33 -5.39
C -1.82 -1.80 -5.72
C -0.72 -1.40 -4.99
C 0.82 1.84 -3.50
C 1.59 2.78 -2.80
C 1.84 4.03 -3.33
C 1.32 4.37 -4.58
C 0.57 3.45 -5.29
C 0.31 2.19 -4.76
H 2.02 -0.73 -4.77
H 2.27 -1.70 -3.30
H 2.94 -0.05 -3.43
H -2.27 0.73 -2.85
H -4.22 -0.03 -4.12
H -3.95 -1.64 -5.97
H -1.69 -2.48 -6.55
H 0.26 -1.77 -5.28
H 2.01 2.55 -1.83
H 2.43 4.74 -2.78
H 1.52 5.35 -5.00
H 0.18 3.71 -6.26
H -0.29 1.50 -5.33
C 2.98 -6.91 -3.37
C 2.83 -5.97 -2.18
C 1.44 -5.26 -2.29
C 1.33 -4.28 -1.11
Ge -0.10 -3.04 -1.86
C -2.00 -3.43 -1.91
C -2.13 -4.91 -2.37
C -1.96 -5.12 -3.87
C -2.19 -6.58 -4.25
H 3.90 -7.49 -3.25
H 3.03 -6.36 -4.31
H 2.17 -7.63 -3.42
H 3.61 -5.21 -2.17
H 2.87 -6.51 -1.24
H 0.64 -6.00 -2.24
H 1.39 -4.80 -3.28
H 2.25 -3.73 -0.93
H 0.94 -4.70 -0.19
H 0.37 -2.83 -3.29
H -2.43 -2.75 -2.65
H -2.50 -3.27 -0.96
H -3.13 -5.23 -2.06
H -1.46 -5.57 -1.82
H -0.96 -4.82 -4.19
H -2.67 -4.48 -4.40
H -1.49 -7.24 -3.73
H -2.06 -6.74 -5.32
H -3.21 -6.90 -3.99

Record 4
31
Properties=species:S:1:pos:R:3 method="wB97M-V/def2-TZVPD" charge=0 lumo_energy_ev=0.443 smiles="NCC(=O)N[C@@H](Cc1ccc(O)cc1)C(=O)O" largest_force_ev_per_a=5.827 e_above_lowest_ev=3.1591 gap_ev=9.226
N 3.43 0.31 -1.51
C 3.65 0.51 0.01
C 2.29 0.90 0.67
O 2.03 2.11 0.65
N 1.51 -0.08 0.97
C 0.30 0.23 1.76
C -0.78 1.15 1.23
C -1.56 0.40 0.11
C -2.18 -0.82 0.27
C -2.82 -1.29 -0.94
C -2.75 -0.69 -2.19
O -3.01 -1.20 -3.44
C -2.01 0.50 -2.21
C -1.59 1.14 -1.10
C -0.17 -1.21 2.41
O 0.48 -2.26 2.22
O -1.25 -1.09 3.24
H 4.24 0.10 -2.07
H 3.10 1.09 -1.96
H 4.39 1.24 0.07
H 3.98 -0.45 0.34
H 1.92 -1.03 1.00
H 0.81 0.73 2.55
H -0.25 1.88 0.74
H -1.46 1.58 1.86
H -2.31 -1.52 1.09
H -2.97 -2.36 -0.93
H -2.20 -1.13 -3.95
H -1.84 0.95 -3.27
H -1.30 2.29 -1.07
H -1.67 -1.98 3.45

Record 5
8
Properties=species:S:1:pos:R:3 method="wB97M-V/def2-TZVPD" charge=0 lumo_energy_ev=-2.538 largest_force_ev_per_a=2.387 e_above_lowest_ev=0.9483 gap_ev=7.410
N -2.91 -0.76 0.00
C -1.95 -0.12 0.00
N -0.97 0.72 0.00
C 0.30 0.69 -0.01
C 1.18 -0.45 0.01
S 2.82 -0.30 0.00
H 0.79 1.66 -0.01
H 0.74 -1.44 0.02

Record 6
18
Properties=species:S:1:pos:R:3 method="wB97M-V/def2-TZVPD" charge=0 lumo_energy_ev=0.719 smiles="CCNC=O.O.O" largest_force_ev_per_a=5.253 e_above_lowest_ev=1.9284 gap_ev=10.969
C 3.21 0.91 0.53
C 2.83 0.25 -0.71
N 1.63 -0.56 -0.77
C 0.50 -0.16 -1.53
O -0.54 -0.75 -1.43
H 4.34 1.28 0.54
H 2.84 0.36 1.45
H 2.85 2.01 0.65
H 2.80 1.08 -1.52
H 3.71 -0.36 -1.01
H 1.78 -1.42 -0.24
H 0.68 0.70 -2.24
O -1.66 -0.74 1.35
H -0.95 -0.56 0.79
H -2.15 -1.26 0.70
O -5.00 0.81 1.80
H -4.90 1.13 0.85
H -4.15 0.38 1.90

Record 7
91
Properties=species:S:1:pos:R:3 method="wB97M-V/def2-TZVPD" charge=-1 lumo_energy_ev=2.123 largest_force_ev_per_a=0.850 e_above_lowest_ev=0.3065 gap_ev=5.302
In 0.10 -0.43 -0.26
C 0.38 7.18 -1.53
C -0.52 6.17 -0.87
C -1.15 6.46 0.34
C -1.98 5.52 0.95
C -2.17 4.30 0.34
C -1.54 3.97 -0.86
C -0.72 4.92 -1.45
S -3.25 3.13 1.08
O -4.20 2.67 0.12
O -3.67 3.65 2.35
N -2.13 1.88 1.25
C -1.86 1.51 2.41
C 1.01 3.20 2.01
O 0.94 3.36 3.17
O 1.02 3.02 0.87
H 0.32 8.15 -1.05
H 0.12 7.30 -2.59
H 1.43 6.85 -1.50
H -0.99 7.42 0.81
H -2.47 5.73 1.90
H -1.67 2.99 -1.31
H -0.22 4.68 -2.39
H -1.15 0.68 2.52
H -2.30 1.98 3.30
C -2.31 0.95 -3.22
O -1.04 1.41 -2.76
C -0.07 1.44 -3.78
C 1.23 1.92 -3.19
O 1.82 0.87 -2.43
C 2.93 1.30 -1.66
H -2.63 1.55 -4.09
H -3.02 1.08 -2.41
H -2.26 -0.11 -3.49
H -0.38 2.13 -4.57
H 0.07 0.45 -4.22
H 1.05 2.80 -2.56
H 1.90 2.21 -4.01
H 3.76 1.59 -2.31
H 3.22 0.48 -1.02
H 2.65 2.16 -1.03
O 2.09 -0.75 1.11
C 2.89 -1.68 1.47
C 3.38 -1.76 2.81
C 4.20 -2.79 3.24
C 4.59 -3.81 2.36
C 4.16 -3.73 1.05
C 3.35 -2.69 0.59
C 3.02 -2.59 -0.84
N 2.00 -1.99 -1.42
C 2.16 -2.17 -2.79
C 3.29 -2.87 -3.04
N 3.83 -3.13 -1.79
H 3.06 -0.98 3.49
H 4.53 -2.81 4.27
H 5.21 -4.63 2.70
H 4.45 -4.52 0.36
H 1.43 -1.80 -3.49
H 3.75 -3.21 -3.95
H 4.69 -3.61 -1.60
O -1.23 -2.09 1.69
C -1.31 -3.29 1.90
C -0.38 -4.31 1.32
C 0.76 -4.44 2.36
C 0.36 -4.64 3.83
C -0.29 -3.42 4.52
C -1.80 -3.27 4.23
N -2.15 -3.79 2.90
H 0.01 -3.98 0.36
H -0.89 -5.27 1.19
H 1.36 -3.53 2.31
H 1.42 -5.25 2.06
H 1.27 -4.89 4.38
H -0.30 -5.52 3.93
H 0.24 -2.52 4.17
H -0.13 -3.48 5.60
H -2.09 -2.22 4.29
H -2.38 -3.82 4.96
H -2.15 -4.79 2.90
Te -1.67 -2.99 -2.04
C -3.40 -3.37 -3.21
C -4.61 -2.69 -3.00
C -5.73 -2.95 -3.79
C -5.68 -3.89 -4.81
C -4.49 -4.57 -5.04
C -3.36 -4.31 -4.25
H -4.67 -1.96 -2.21
H -6.65 -2.41 -3.60
H -6.55 -4.09 -5.42
H -4.43 -5.31 -5.83
H -2.44 -4.85 -4.44

Record 8
72
Properties=species:S:1:pos:R:3 method="wB97M-V/def2-TZVPD" charge=+2 lumo_energy_ev=-6.277 largest_force_ev_per_a=1.148 e_above_lowest_ev=0.4574 gap_ev=7.283
Ga -1.15 1.97 -0.22
C -2.50 3.00 1.51
C -3.60 2.93 0.64
C -4.33 1.75 0.55
C -3.96 0.64 1.30
C -2.85 0.69 2.13
C -2.11 1.87 2.25
H -2.03 3.96 1.72
H -3.94 3.82 0.13
H -5.22 1.71 -0.08
H -4.55 -0.26 1.24
H -2.58 -0.18 2.72
H -1.31 1.94 2.97
F 2.02 8.22 -1.05
C 1.81 6.95 -0.80
C 2.85 6.15 -0.38
F 4.06 6.65 -0.25
C 2.62 4.81 -0.12
F 3.66 4.07 0.24
C 1.35 4.25 -0.22
P 1.10 2.51 0.14
C 2.03 1.68 -1.14
C 3.20 0.99 -0.85
C 3.88 0.35 -1.89
C 3.38 0.40 -3.18
C 2.21 1.09 -3.46
C 1.53 1.73 -2.44
C 1.61 2.02 1.77
C 2.34 2.83 2.63
C 2.70 2.35 3.88
C 2.32 1.07 4.28
C 1.56 0.27 3.43
C 1.19 0.75 2.19
C 0.33 5.07 -0.72
Br -1.36 4.40 -1.25
C 0.55 6.40 -0.99
F -0.42 7.17 -1.46
H 3.59 0.96 0.16
H 4.79 -0.20 -1.67
H 3.92 -0.10 -3.98
H 1.83 1.14 -4.48
H 0.63 2.29 -2.67
H 2.63 3.83 2.36
H 3.28 2.97 4.55
H 2.61 0.71 5.26
H 1.25 -0.71 3.75
H 0.59 0.12 1.53
C -0.89 -6.57 0.50
C -1.55 -5.99 -0.75
C -1.04 -6.73 -2.00
C -3.06 -6.20 -0.65
C -1.18 -4.50 -0.85
C 0.16 -4.13 -1.05
C 0.59 -2.81 -1.11
C -0.40 -1.86 -0.97
O -0.28 -0.46 -0.95
B -1.59 -0.01 -0.75
O -2.48 -1.04 -0.63
C -1.70 -2.20 -0.77
C -2.14 -3.50 -0.71
H -1.09 -7.65 0.56
H -1.29 -6.10 1.41
H 0.19 -6.44 0.49
H -1.38 -7.76 -1.97
H 0.05 -6.75 -2.04
H -1.41 -6.27 -2.91
H -3.27 -7.27 -0.56
H -3.59 -5.83 -1.54
H -3.48 -5.72 0.24
H 0.90 -4.91 -1.16
H 1.63 -2.55 -1.26
H -3.19 -3.73 -0.57

Record 9
60
Properties=species:S:1:pos:R:3 method="wB97M-V/def2-TZVPD" charge=+4 lumo_energy_ev="-13.114 / -15.188" largest_force_ev_per_a=0.726 e_above_lowest_ev=0.0000 gap_ev="7.262 / 5.184" spin_multiplicity=2 s2=0.763
Ir 0.22 -0.41 -0.25
C -1.98 -0.87 4.77
N -0.96 -0.77 3.71
C 0.39 -0.84 3.92
C 1.00 -0.71 2.71
N 0.01 -0.57 1.76
C -1.17 -0.61 2.40
P -2.81 -0.56 1.56
C -2.38 0.82 0.45
N -1.24 0.91 -0.27
C -1.29 2.07 -1.01
C -2.47 2.68 -0.73
N -3.13 1.90 0.18
C -4.46 2.21 0.75
C -2.38 -1.83 0.32
N -1.24 -1.82 -0.39
C -1.23 -2.95 -1.17
C -2.38 -3.64 -0.91
N -3.08 -2.93 0.01
C -4.39 -3.33 0.57
H -1.48 -0.90 5.73
H -2.64 -0.01 4.73
H -2.55 -1.79 4.64
H 0.81 -0.98 4.91
H 2.05 -0.75 2.48
H -0.50 2.38 -1.67
H -2.88 3.61 -1.09
H -4.74 3.20 0.41
H -5.19 1.49 0.39
H -4.40 2.20 1.83
H -0.42 -3.22 -1.81
H -2.74 -4.58 -1.31
H -4.69 -4.25 0.08
H -4.30 -3.51 1.64
H -5.13 -2.56 0.36
C 1.77 -0.07 -5.45
As 2.27 0.02 -3.61
C 3.57 -1.34 -3.21
C 2.87 1.79 -3.19
S 0.37 -0.55 -2.52
H 2.67 0.21 -6.01
H 0.97 0.63 -5.66
H 1.48 -1.09 -5.71
H 4.53 -0.97 -3.57
H 3.29 -2.24 -3.75
H 3.61 -1.53 -2.14
H 3.92 1.84 -3.49
H 2.77 2.00 -2.13
H 2.29 2.50 -3.79
C 4.67 2.04 1.88
N 3.89 1.15 1.00
C 2.61 1.29 0.74
N 1.91 2.29 1.27
O 2.05 0.44 -0.08
H 5.70 1.70 1.88
H 4.29 2.00 2.90
H 4.65 3.06 1.50
H 4.35 0.34 0.61
H 2.34 2.98 1.86
H 0.94 2.41 1.03

Record 10
6
Properties=species:S:1:pos:R:3 method="wB97M-V/def2-TZVPD" charge=-1 lumo_energy_ev="4.722 / 4.701" largest_force_ev_per_a=1.470 e_above_lowest_ev=0.0677 gap_ev="3.569 / 11.410" spin_multiplicity=2 s2=0.751
O -0.50 0.88 0.10
H -0.87 1.24 0.90
H -0.65 1.56 -0.56
O 1.02 -1.27 -0.32
H 0.63 -0.47 0.04
H 0.37 -1.95 -0.16

Record 11
9
Properties=species:S:1:pos:R:3 method="wB97M-V/def2-TZVPD" charge=0 lumo_energy_ev="-1.764 / -2.214" largest_force_ev_per_a=7.498 e_above_lowest_ev=5.2441 gap_ev="7.447 / 7.347"
C 1.93 0.55 -0.16
C 0.10 -0.18 0.27
N 1.36 -0.56 0.14
N -0.16 1.03 0.11
N -2.46 -1.68 0.42
O 1.03 1.57 -0.23
I -3.67 -0.46 -0.21
H 2.95 0.76 -0.66
H -1.09 -1.02 0.33

Record 12
10
Properties=species:S:1:pos:R:3 method="wB97M-V/def2-TZVPD" charge=0 lumo_energy_ev=0.645 smiles=N#CCCO largest_force_ev_per_a=1.144 e_above_lowest_ev=0.5309 gap_ev=11.772
N -2.29 0.18 -1.79
C -1.49 -0.19 -1.05
C -0.46 -0.64 -0.10
C 0.53 0.47 0.22
O 1.46 -0.08 1.13
H -0.94 -0.98 0.82
H 0.07 -1.49 -0.53
H 0.00 1.33 0.65
H 1.02 0.81 -0.71
H 2.11 0.59 1.35